No. 1
The following is a DFT calculation (the ωB97M-V functional and the def2-TZVPD basis) of 7 unconnected molecules or ions with the total composition C22H61N3O7.

Last column: Mulliken charge in e.
Cartesian coordinates (Å):
C (-1.8496, -1.2134, 4.9669)  -0.7224
O (-3.0922, -0.8925, 4.3335)  -0.3786
C (-3.2346, 0.5343, 4.1859)  0.3225
C (-4.6346, 0.8154, 3.5257)  0.2984
C (-4.7465, 0.5626, 1.9915)  -1.1364
N (-4.9523, 2.2779, 3.7005)  -0.7691
H (-1.7620, -2.2930, 5.0886)  0.2747
H (-1.7131, -0.8003, 5.9663)  0.3187
H (-0.9612, -0.8897, 4.4247)  0.2201
H (-3.0346, 1.0248, 5.1385)  0.4761
H (-2.4429, 0.7993, 3.4850)  -0.4944
H (-5.4648, 0.2609, 3.9633)  0.4532
H (-5.8153, 0.6350, 1.7900)  0.3721
H (-4.3986, -0.4082, 1.6384)  0.3151
H (-4.1270, 1.2231, 1.3848)  0.0160
H (-4.2017, 2.8169, 3.2930)  0.3316
H (-5.0126, 2.6142, 4.6510)  0.3034
C (1.7387, 3.1088, 1.6912)  -1.1051
O (0.4476, 2.8948, 1.1913)  -0.1785
C (-0.6083, 3.5019, 1.8727)  -1.6436
C (-1.9129, 3.0772, 1.2604)  2.0166
C (-1.9179, 3.6609, -0.1545)  -1.4969
N (-3.0292, 3.6618, 1.9648)  -0.2897
H (2.5565, 2.6082, 1.1729)  0.2929
H (1.8845, 2.7530, 2.7111)  0.3661
H (1.8334, 4.1901, 1.7914)  0.3626
H (-0.5551, 3.2295, 2.9268)  0.4868
H (-0.5001, 4.5864, 1.8830)  0.5596
H (-1.9165, 1.9880, 1.2191)  -1.1599
H (-2.8780, 3.3994, -0.5993)  0.5207
H (-1.1270, 3.1835, -0.7330)  -0.0265
H (-1.7802, 4.7416, -0.1916)  0.3481
H (-2.7509, 4.4967, 2.4604)  0.2677
H (-3.6969, 4.0111, 1.2923)  0.2773
C (3.3547, -4.2139, 1.7545)  -0.8410
O (3.0324, -4.5049, 0.3928)  -0.3875
C (3.9486, -3.9057, -0.4936)  -0.2922
C (3.7538, -4.3673, -1.9520)  0.6582
C (4.0650, -5.8326, -2.2172)  -1.4612
N (4.6241, -3.5439, -2.7950)  -0.7933
H (4.2932, -4.7474, 1.9051)  0.3758
H (2.5692, -4.6242, 2.3890)  0.2586
H (3.6218, -3.2093, 2.0823)  0.2970
H (3.9425, -2.8182, -0.4198)  0.0063
H (4.9497, -4.1204, -0.1196)  0.4094
H (2.7036, -4.2989, -2.2356)  0.1888
H (4.2171, -6.0816, -3.2674)  0.4012
H (3.2706, -6.4710, -1.8306)  0.3110
H (4.9876, -6.0598, -1.6830)  0.3133
H (4.3104, -3.7036, -3.7417)  0.3294
H (4.4155, -2.5709, -2.6221)  0.4385
C (1.5746, -0.8112, 0.2726)  -1.0190
C (0.0626, -0.5495, 0.1363)  0.5152
C (-0.6391, -0.4132, 1.5256)  -1.1668
O (-0.2038, 0.6833, -0.4247)  0.2384
H (1.9804, -1.2720, -0.6280)  0.3158
H (1.7257, -1.5747, 1.0358)  0.2134
H (2.1515, 0.0753, 0.5361)  -0.0033
H (-0.3895, -1.3840, -0.3998)  0.4717
H (-0.4458, -1.2864, 2.1487)  0.4676
H (-1.7092, -0.2061, 1.5227)  0.0259
H (-0.1609, 0.4046, 2.0647)  0.3074
H (0.1824, 1.3943, 0.0920)  -0.3830
C (-4.3398, -0.8999, -1.3210)  -0.9260
C (-3.8400, -0.2064, -2.5913)  0.5601
C (-2.5686, -0.7394, -3.1892)  -0.9849
O (-4.8863, -0.2372, -3.4882)  -0.5683
H (-4.6908, -1.8697, -1.6739)  0.4602
H (-5.2174, -0.4149, -0.8936)  0.2400
H (-3.6066, -1.0342, -0.5258)  0.0878
H (-3.6395, 0.8070, -2.2438)  0.0277
H (-2.3822, -0.2605, -4.1505)  0.3140
H (-2.7106, -1.7968, -3.4126)  0.3761
H (-1.7063, -0.6318, -2.5312)  0.0806
H (-5.1063, -1.1558, -3.6594)  0.3869
C (1.5104, 2.9813, -2.4773)  -0.7209
C (1.6208, 1.7790, -3.4025)  0.8191
C (2.8913, 1.6717, -4.2449)  -1.5612
O (1.5732, 0.6697, -2.6025)  -0.4030
H (0.7375, 2.8726, -1.7164)  -0.1525
H (1.2907, 3.8227, -3.1344)  0.4834
H (2.4142, 3.1816, -1.9018)  0.2191
H (0.7251, 1.7086, -4.0195)  0.3079
H (3.8203, 1.8877, -3.7172)  0.2584
H (2.6913, 2.2820, -5.1256)  0.4553
H (2.9916, 0.6427, -4.5900)  0.3953
H (0.7828, 0.6301, -2.0591)  0.0502
C (4.8358, -0.2594, -1.3723)  -0.5092
O (4.0214, -0.8464, -2.3709)  -0.5763
H (5.1291, 0.7611, -1.6184)  0.2756
H (4.1762, -0.2723, -0.5046)  0.0859
H (5.7251, -0.8629, -1.1903)  0.3055
H (3.2239, -0.3577, -2.5869)  0.2186

Output
E_HOMO: -8.71 eV
LUMO energy: 0.39 eV
SMILES string: COC[C@H](C)N.COC[C@H](C)N.COC[C@H](C)N.CC(C)O.CC(C)O.CC(C)O.CO
Kohn-Sham gap: 9.108 eV
Multiplicity: 1

No. 2
The following is a DFT calculation (the ωB97M-V functional and the def2-TZVPD basis) of a molecular structure, C22H62BF4O8.

Last column: Mulliken charge in e.
Cartesian coordinates (Å):
B (0.9013, -1.7801, -1.3621)  -0.0420
F (2.1232, -1.2790, -1.3744)  0.0033
F (1.1030, -3.1668, -1.0857)  -0.4530
F (0.0916, -1.3247, -0.2709)  -0.4262
F (0.2055, -1.6059, -2.6191)  -0.3794
C (-0.8055, 1.3246, 0.9063)  -0.6552
C (-1.3856, 2.3763, 1.8450)  -2.8661
C (-1.0699, 3.8209, 1.4130)  -0.1166
C (-1.6142, 4.9286, 2.3705)  -0.8523
C (-0.9024, 6.3570, 2.1547)  -0.5606
C (-1.5576, 7.3934, 3.1631)  -1.0722
H (0.2028, 1.5363, 0.7752)  -0.6102
H (-1.4886, 1.4081, 0.1032)  1.5251
H (-0.8483, 0.3902, 1.2258)  -0.0051
H (-0.9778, 2.2652, 2.9726)  0.3452
H (-2.2869, 2.1690, 1.9648)  1.9062
H (-1.1858, 4.1351, 0.3955)  1.2067
H (0.1885, 3.9188, 1.5043)  -0.1657
H (-1.3334, 4.7048, 3.4652)  0.1738
H (-2.7682, 5.1754, 2.0439)  0.1910
H (-1.1353, 6.6528, 1.1881)  0.3975
H (0.1852, 6.1819, 2.2597)  0.3596
H (-1.2571, 8.4599, 3.1529)  0.3351
H (-1.7333, 6.9148, 4.0573)  0.3690
H (-2.7657, 7.3760, 2.6995)  0.1931
C (3.1561, -3.5501, 2.8899)  -1.4365
C (2.7651, -3.0646, 1.5529)  1.3068
O (3.6862, -2.0152, 1.1856)  -0.6559
H (3.5041, -2.7777, 3.6602)  0.3116
H (3.9997, -4.2541, 2.7954)  0.3325
H (2.3679, -4.0607, 3.4487)  0.3607
H (1.8638, -2.7371, 1.5393)  -0.4598
H (2.5886, -3.6291, 0.5201)  -0.0880
H (3.5802, -1.6350, 0.2829)  0.3324
C (-1.7371, -4.4789, 1.3454)  -0.9601
C (-1.3374, -5.1697, 0.0095)  0.1904
O (-2.0125, -6.3908, -0.1992)  -0.6240
H (-2.8758, -4.1540, 1.2676)  0.0146
H (-1.2213, -3.5808, 1.8350)  0.1769
H (-1.8808, -5.2465, 2.0155)  0.5844
H (-0.2399, -5.2891, 0.1194)  0.2111
H (-1.5259, -4.5478, -0.9404)  0.0537
H (-1.8652, -6.6000, -1.1990)  0.3745
C (-3.2800, 2.4418, -1.3198)  -1.2477
C (-1.7349, 2.1783, -1.1304)  0.7535
O (-0.8460, 2.6268, -1.8758)  -0.6964
H (-3.8662, 1.9017, -0.4079)  0.2379
H (-3.7132, 2.2098, -2.3884)  0.2416
H (-3.5728, 3.4197, -0.9471)  0.3782
H (-1.4192, 1.0993, -1.0051)  -0.0941
H (-1.3353, 2.7683, -0.3209)  -0.4964
H (-0.1199, 2.2604, -1.3271)  0.3582
C (-4.1067, -3.0899, -1.6903)  -1.4936
C (-3.1606, -2.0220, -1.7172)  0.9792
O (-2.7144, -1.6310, -3.0271)  -0.6524
H (-4.2751, -3.4432, -0.6754)  0.2266
H (-3.7408, -3.8701, -2.4337)  0.2805
H (-4.9401, -2.7511, -2.1517)  0.5252
H (-2.2752, -2.2679, -1.0559)  -0.2907
H (-3.7794, -1.0766, -1.2916)  -0.0715
H (-1.7352, -1.5851, -2.8058)  0.4217
C (5.5006, -5.1168, -2.6921)  -1.3529
C (4.3501, -4.3020, -2.1096)  0.2308
O (3.0393, -4.9082, -2.0505)  -0.5445
H (6.4018, -4.4958, -3.0366)  0.3149
H (5.1714, -5.4824, -3.6199)  0.3886
H (5.9457, -5.9426, -2.1767)  0.3204
H (4.3355, -3.5023, -2.6201)  0.2634
H (4.7759, -3.7527, -0.9986)  0.0798
H (2.4737, -4.2165, -1.9868)  0.2749
C (-2.8283, 0.1254, 3.0394)  -1.4933
C (-2.4886, -0.5814, 1.6929)  0.7666
O (-0.9420, -0.7773, 1.8267)  -0.5108
H (-4.0401, 0.0324, 3.1404)  0.3239
H (-2.3903, 1.1303, 3.2344)  0.4644
H (-2.6697, -0.4271, 3.8964)  0.5045
H (-2.7464, 0.1421, 1.0530)  -0.2309
H (-3.2023, -1.6708, 1.6710)  0.0088
H (-0.5955, -1.2719, 1.0726)  0.7112
C (1.1934, 3.9772, 0.5815)  -1.8154
C (1.4521, 2.5634, 1.0526)  -0.2610
O (1.3017, 1.6574, -0.0673)  -0.3189
H (1.1663, 4.7706, 1.1642)  0.9258
H (0.1795, 4.2714, 0.3302)  0.4841
H (1.7659, 4.4314, -0.2992)  0.3688
H (0.6814, 2.1318, 1.8242)  0.3446
H (2.5650, 2.3453, 1.3477)  0.3411
H (1.3757, 0.7477, 0.2187)  0.2626
C (3.0597, 2.1759, -4.5035)  -1.6672
C (2.5154, 1.4832, -3.1673)  0.5741
O (3.6057, 0.5816, -2.7052)  -0.6769
H (3.4620, 1.3716, -5.2103)  0.3002
H (3.8343, 2.6549, -4.2301)  0.5163
H (2.3894, 2.7240, -5.0504)  0.4356
H (1.6569, 0.8041, -3.6273)  0.0329
H (2.3419, 2.1717, -2.4598)  0.0527
H (3.2771, -0.1664, -2.0405)  0.3951

Output
E_HOMO: -5.01 eV
LUMO energy: 2.57 eV
Kohn-Sham gap: 7.572 eV
Multiplicity: 1
Charge: -1

What is the formula in the second record? C22H62BF4O8